(1)
# CH11O5

A 5-piece molecular cluster, CH11O5 overall in a non-equilibrium geometry (the ωB97M-V functional and the def2-TZVPD basis, OMol25).

Energy above the lowest of the compared OMol25 structures with the same formula, charge and spin ... 157.2 kJ/mol
Electronic energy ... -420.8909 hartree
Net charge ... -1

CARTESIAN COORDINATES (ANGSTROEM)
C1 0.064 -0.541 -1.045
O1 -0.368 0.057 0.133
H1 1.029 -0.061 -1.329
H2 -0.651 -0.141 -1.837
H3 0.011 -1.633 -0.975
H4 -1.450 1.544 -2.812
H5 -1.564 2.467 -1.728
O2 -1.135 2.398 -2.587
H6 4.512 -1.291 0.286
H7 3.016 -0.956 0.308
O3 3.640 -1.697 0.529
H8 -2.453 -0.282 1.880
H9 -1.769 0.211 0.606
O4 -2.706 0.203 0.996
H10 0.168 0.495 2.880
H11 -0.245 -0.363 1.891
O5 -0.098 -0.409 2.802

List of Löwdin charges in e, atom by atom:
1. C -0.31
2. O -0.42
3. H 0.05
4. H 0.04
5. H 0.05
6. H -0.01
7. H 0.04
8. O -0.06
9. H 0.04
10. H 0.05
11. O -0.10
12. H 0.05
13. H -0.07
14. O -0.22
15. H 0.01
16. H -0.08
17. O -0.07

(2)
# C5H9NO

A single C5H9NO molecule in a non-equilibrium geometry (the ωB97M-V functional and the def2-TZVPD basis, OMol25).

Energy above the lowest of the compared OMol25 structures with the same formula, charge and spin ... 243.3 kJ/mol
Electronic energy ... -325.8449 hartree
Structure (SMILES) ... C=CC[C@@H](N)C=O
Net charge ... 0

CARTESIAN COORDINATES (ANGSTROEM)
C1 -2.323 -0.182 0.711
C2 -1.336 0.691 0.754
C3 0.127 0.317 0.932
C4 0.940 0.368 -0.421
N1 2.275 -0.181 -0.205
C5 0.233 -0.432 -1.498
O1 0.785 -0.542 -2.581
H1 -3.368 0.117 0.821
H2 -2.261 -1.250 0.791
H3 -1.330 1.776 0.877
H4 0.753 0.902 1.608
H5 0.176 -0.751 1.161
H6 1.075 1.403 -0.710
H7 2.342 -1.004 0.373
H8 2.677 -0.344 -1.130
H9 -0.763 -0.888 -1.484

List of Löwdin charges in e, atom by atom:
1. C -0.01
2. C -0.18
3. C -0.16
4. C -0.37
5. N 0.04
6. C -0.19
7. O 0.03
8. H 0.06
9. H 0.06
10. H 0.11
11. H 0.12
12. H 0.11
13. H 0.14
14. H 0.07
15. H 0.08
16. H 0.12

(3)
# C26H15F8NO2PSV

C26H15F8NO2PSV as an isolated structure (the ωB97M-V functional and the def2-TZVPD basis, OMol25).

Electronic energy ... -3687.3522 hartree
Spin multiplicity ... 2
Expectation value of S² ... 0.7786
Net charge ... +1

CARTESIAN COORDINATES (ANGSTROEM)
V1 -1.396 1.551 -1.466
F1 -0.235 -3.764 -4.900
C1 -0.077 -2.534 -4.438
C2 -1.166 -1.836 -3.938
F2 -2.372 -2.384 -3.910
C3 -0.943 -0.569 -3.453
F3 -2.012 0.124 -2.903
C4 0.287 0.058 -3.431
S1 0.454 1.674 -2.749
C5 1.357 -0.667 -3.934
F4 2.578 -0.145 -3.925
C6 1.181 -1.949 -4.430
F5 2.221 -2.634 -4.881
F6 -2.451 5.723 0.075
C7 -3.256 4.703 -0.174
F7 -3.726 4.226 0.983
F8 -4.272 5.107 -0.920
C8 -2.494 3.555 -0.867
O1 -3.136 2.660 -1.478
O2 -1.241 3.463 -0.745
N1 -1.080 0.550 -0.187
P1 -0.011 -0.087 0.889
C9 -0.878 -1.165 2.007
C10 -0.172 -2.178 2.658
C11 -0.830 -2.983 3.574
C12 -2.180 -2.779 3.830
C13 -2.880 -1.773 3.178
C14 -2.231 -0.958 2.265
C15 1.170 -1.052 -0.045
C16 0.691 -2.190 -0.703
C17 1.538 -2.911 -1.524
C18 2.858 -2.501 -1.691
C19 3.332 -1.375 -1.037
C20 2.490 -0.644 -0.210
C21 0.765 1.255 1.771
C22 0.814 1.241 3.163
C23 1.423 2.292 3.833
C24 1.973 3.345 3.118
C25 1.921 3.360 1.729
C26 1.317 2.317 1.050
H1 0.877 -2.340 2.445
H2 -0.293 -3.771 4.082
H3 -2.692 -3.413 4.542
H4 -3.932 -1.626 3.380
H5 -2.769 -0.173 1.748
H6 -0.338 -2.504 -0.570
H7 1.178 -3.798 -2.029
H8 3.519 -3.069 -2.334
H9 4.358 -1.061 -1.172
H10 2.859 0.237 0.300
H11 0.375 0.423 3.719
H12 1.462 2.290 4.913
H13 2.442 4.165 3.645
H14 2.346 4.187 1.176
H15 1.274 2.327 -0.032

List of Löwdin charges in e, atom by atom:
1. V 0.80
2. F 0.16
3. C -0.14
4. C -0.14
5. F 0.16
6. C -0.19
7. F 0.00
8. C -0.48
9. S 0.80
10. C -0.24
11. F 0.12
12. C -0.16
13. F 0.15
14. F 0.20
15. C -0.57
16. F 0.18
17. F 0.20
18. C -0.47
19. O 0.01
20. O -0.02
21. N -0.24
22. P 0.95
23. C -0.33
24. C -0.07
25. C -0.05
26. C -0.05
27. C -0.05
28. C -0.06
29. C -0.30
30. C -0.07
31. C -0.07
32. C -0.06
33. C -0.05
34. C -0.05
35. C -0.29
36. C -0.05
37. C -0.05
38. C -0.05
39. C -0.05
40. C -0.09
41. H 0.12
42. H 0.12
43. H 0.12
44. H 0.12
45. H 0.10
46. H 0.12
47. H 0.12
48. H 0.12
49. H 0.12
50. H 0.11
51. H 0.11
52. H 0.12
53. H 0.12
54. H 0.12
55. H 0.07

(4)
# C21H18Cl3FeN10O3

C21H18Cl3FeN10O3 as an isolated structure (the ωB97M-V functional and the def2-TZVPD basis, OMol25).

Energy above the lowest of the compared OMol25 structures with the same formula, charge and spin ... 23.7 kJ/mol
Electronic energy ... -4228.3611 hartree
Net charge ... +1

CARTESIAN COORDINATES (ANGSTROEM)
Fe1 0.371 -0.115 -0.149
N1 1.088 3.533 1.958
C1 1.313 2.481 1.169
N2 0.385 1.787 0.586
C2 -0.953 2.191 0.737
N3 -1.868 1.633 0.018
N4 -1.198 0.755 -0.827
C3 -1.355 0.881 -2.081
C4 -0.253 0.324 -2.867
C5 -0.301 0.116 -4.232
C6 0.843 -0.339 -4.872
C7 1.990 -0.536 -4.126
C8 1.956 -0.298 -2.759
N5 0.859 0.116 -2.128
C9 -1.267 3.257 1.681
C10 -2.577 3.645 1.971
C11 -2.810 4.679 2.852
C12 -1.738 5.346 3.449
C13 -0.438 4.984 3.167
C14 -0.210 3.935 2.281
H1 1.875 4.002 2.380
H2 2.346 2.197 1.029
H3 -2.134 1.505 -2.509
H4 -1.216 0.302 -4.777
H5 0.839 -0.525 -5.937
H6 2.908 -0.873 -4.584
H7 2.838 -0.433 -2.152
H8 -3.392 3.124 1.491
H9 -3.822 4.980 3.078
H10 -1.926 6.158 4.137
H11 0.395 5.500 3.627
N6 -2.341 -1.445 0.150
N7 -2.034 -2.161 1.285
C15 -1.151 -1.756 2.210
N8 -1.181 -2.463 3.342
N9 -0.263 -0.782 1.895
N10 0.525 -0.327 2.937
O1 0.212 -0.487 4.106
O2 1.542 0.247 2.618
H12 -3.333 -1.262 0.098
H13 -1.941 -1.872 -0.679
H14 -2.477 -3.057 1.445
H15 -1.875 -3.180 3.460
H16 -0.591 -2.200 4.114
Cl1 4.111 -5.640 -2.446
C16 2.877 -4.529 -1.949
C17 3.200 -3.480 -1.106
C18 2.188 -2.620 -0.732
Cl2 2.528 -1.262 0.328
C19 0.852 -2.734 -1.139
O3 -0.075 -1.904 -0.767
C20 0.593 -3.818 -2.000
Cl3 -1.030 -4.017 -2.576
C21 1.575 -4.703 -2.397
H17 4.211 -3.341 -0.752
H18 1.329 -5.521 -3.058

List of Löwdin charges in e, atom by atom:
1. Fe 0.41
2. N 0.15
3. C -0.12
4. N 0.06
5. C -0.26
6. N 0.14
7. N -0.10
8. C -0.01
9. C -0.22
10. C 0.01
11. C -0.03
12. C -0.02
13. C -0.10
14. N 0.06
15. C -0.08
16. C 0.00
17. C -0.05
18. C -0.05
19. C 0.00
20. C -0.17
21. H 0.17
22. H 0.15
23. H 0.14
24. H 0.12
25. H 0.12
26. H 0.12
27. H 0.10
28. H 0.12
29. H 0.11
30. H 0.12
31. H 0.12
32. N 0.04
33. N 0.00
34. C -0.34
35. N 0.20
36. N 0.13
37. N -0.41
38. O 0.05
39. O -0.01
40. H 0.11
41. H 0.05
42. H 0.16
43. H 0.13
44. H 0.10
45. Cl 0.68
46. C -0.68
47. C -0.12
48. C -0.52
49. Cl 0.86
50. C -0.46
51. O -0.23
52. C -0.57
53. Cl 0.72
54. C -0.12
55. H 0.11
56. H 0.11

(5)
# C4H7NO

A single C4H7NO molecule (the ωB97M-V functional and the def2-TZVPD basis, OMol25).

Energy above the lowest of the compared OMol25 structures with the same formula, charge and spin ... 446.2 kJ/mol
Electronic energy ... -286.4617 hartree
Net charge ... 0

CARTESIAN COORDINATES (ANGSTROEM)
O1 -0.193 0.235 2.730
C1 -0.640 0.323 1.615
N1 0.217 -0.017 0.458
C2 -0.478 -0.585 -0.671
C3 0.150 -1.314 -1.576
C4 0.402 1.479 0.166
H1 -1.675 0.524 1.330
H2 0.997 -0.608 0.776
H3 -1.497 -0.227 -0.766
H4 1.193 -1.596 -1.461
H5 -0.358 -1.608 -2.487
H6 0.661 1.557 -0.899
H7 1.222 1.838 0.785

List of Löwdin charges in e, atom by atom:
1. O 0.06
2. C -0.33
3. N -0.18
4. C -0.17
5. C 0.05
6. C -0.05
7. H 0.13
8. H 0.18
9. H 0.12
10. H 0.07
11. H 0.07
12. H 0.03
13. H 0.03

(6)
# C48H136N8O16

A 16-piece molecular cluster, C48H136N8O16 overall in a non-equilibrium geometry (the ωB97M-V functional and the def2-TZVPD basis, OMol25).

Energy above the lowest of the compared OMol25 structures with the same formula, charge and spin ... 183.4 kJ/mol
Electronic energy ... -3552.0350 hartree
Net charge ... 0

CARTESIAN COORDINATES (ANGSTROEM)
C1 -5.533 -0.564 -0.785
C2 -5.125 0.769 -0.175
C3 -6.229 1.225 0.869
O1 -7.438 1.467 0.290
C4 -7.679 2.775 -0.151
N1 -3.787 0.738 0.407
H1 -4.803 -0.802 -1.572
H2 -6.538 -0.471 -1.159
H3 -5.520 -1.275 0.004
H4 -5.115 1.535 -0.988
H5 -5.875 2.151 1.344
H6 -6.384 0.444 1.644
H7 -7.492 3.473 0.682
H8 -8.726 2.738 -0.504
H9 -7.018 3.080 -0.950
H10 -3.296 1.634 0.321
H11 -3.172 0.002 0.143
C5 2.902 6.341 -0.211
C6 3.458 5.165 0.603
C7 4.959 5.304 0.913
O2 5.150 6.566 1.616
C8 6.429 6.707 2.145
N2 2.609 4.915 1.810
H12 2.968 7.237 0.339
H13 1.890 6.075 -0.421
H14 3.460 6.369 -1.145
H15 3.436 4.275 -0.066
H16 5.658 5.292 0.088
H17 5.293 4.474 1.585
H18 7.220 6.622 1.367
H19 6.678 5.951 2.918
H20 6.601 7.722 2.479
H21 2.833 5.481 2.658
H22 2.544 3.922 2.083
C9 -1.542 4.597 3.813
C10 -1.303 5.429 2.568
C11 -0.653 6.767 2.954
O3 -0.350 7.435 1.720
C12 0.064 8.780 1.838
N3 -0.449 4.685 1.603
H23 -2.162 5.049 4.550
H24 -0.575 4.441 4.230
H25 -1.953 3.639 3.572
H26 -2.241 5.683 2.010
H27 0.291 6.607 3.580
H28 -1.331 7.445 3.564
H29 0.208 9.150 0.801
H30 0.967 8.843 2.443
H31 -0.656 9.395 2.358
H32 0.064 5.347 1.092
H33 0.288 4.139 2.057
C13 1.159 -5.129 -5.269
C14 0.441 -4.301 -6.306
C15 -0.504 -3.367 -5.575
O4 -1.381 -4.101 -4.800
C16 -1.813 -3.386 -3.639
N4 1.275 -3.402 -7.139
H34 1.689 -4.503 -4.587
H35 1.922 -5.851 -5.623
H36 0.480 -5.728 -4.637
H37 -0.180 -4.899 -7.012
H38 -1.041 -2.718 -6.263
H39 0.102 -2.749 -4.945
H40 -0.983 -3.303 -2.882
H41 -2.634 -3.982 -3.229
H42 -2.016 -2.387 -3.857
H43 2.138 -3.080 -6.674
H44 1.613 -3.961 -7.972
C17 -0.126 -3.439 2.316
C18 -0.908 -4.606 3.015
C19 -2.112 -3.948 3.685
O5 -2.929 -4.904 4.253
C20 -3.919 -4.218 5.039
N5 -1.298 -5.576 2.030
H45 -0.643 -3.282 1.376
H46 0.938 -3.754 2.135
H47 -0.001 -2.494 2.840
H48 -0.270 -5.097 3.819
H49 -2.613 -3.248 2.990
H50 -1.664 -3.291 4.484
H51 -3.416 -3.638 5.830
H52 -4.544 -4.987 5.439
H53 -4.485 -3.477 4.482
H54 -0.507 -6.008 1.563
H55 -1.825 -6.342 2.455
C21 0.849 -1.836 -1.321
C22 -0.109 -1.017 -0.497
C23 0.030 0.543 -0.608
O6 1.405 0.861 -0.691
C24 1.737 2.005 -1.453
N6 -1.518 -1.314 -0.768
H56 1.890 -1.728 -1.018
H57 0.824 -1.614 -2.384
H58 0.547 -2.885 -1.144
H59 0.014 -1.344 0.529
H60 -0.480 1.089 0.212
H61 -0.553 0.867 -1.580
H62 1.500 2.959 -0.963
H63 1.408 1.958 -2.493
H64 2.811 1.919 -1.457
H65 -1.650 -2.343 -0.651
H66 -1.720 -1.096 -1.721
C25 -4.543 -0.365 5.668
C26 -4.615 0.137 4.222
C27 -3.808 1.379 3.968
O7 -2.389 1.354 4.342
C28 -1.533 0.843 3.343
N7 -4.246 -0.977 3.265
H67 -3.608 -0.889 5.849
H68 -5.335 -1.068 5.962
H69 -4.526 0.457 6.413
H70 -5.662 0.354 3.933
H71 -4.196 2.266 4.458
H72 -3.802 1.547 2.929
H73 -1.450 -0.243 3.224
H74 -0.568 1.238 3.549
H75 -1.742 1.154 2.345
H76 -3.922 -0.595 2.346
H77 -3.490 -1.519 3.664
C29 5.414 -4.150 2.911
C30 4.209 -4.422 1.972
C31 4.550 -4.365 0.436
O8 3.419 -4.026 -0.337
C32 3.721 -3.966 -1.767
N8 3.552 -5.679 2.333
H78 5.018 -4.183 3.944
H79 5.882 -3.189 2.705
H80 6.108 -4.962 2.680
H81 3.447 -3.666 2.100
H82 4.882 -5.353 0.171
H83 5.381 -3.673 0.326
H84 2.851 -3.453 -2.177
H85 3.860 -5.007 -2.119
H86 4.631 -3.436 -1.901
H87 2.720 -5.828 1.734
H88 4.159 -6.463 2.261
C33 2.199 0.014 -5.250
C34 3.393 -0.690 -4.607
O9 3.125 -2.090 -4.604
H89 1.273 0.050 -4.641
H90 1.884 -0.398 -6.214
H91 2.503 1.083 -5.451
H92 3.479 -0.352 -3.557
H93 4.280 -0.388 -5.215
H94 3.876 -2.597 -4.238
C35 4.419 4.136 -4.150
C36 5.449 3.783 -3.092
O10 6.696 4.353 -3.439
H95 4.370 5.196 -4.300
H96 3.463 3.782 -3.775
H97 4.727 3.531 -5.005
H98 5.517 2.653 -2.931
H99 5.168 4.299 -2.127
H100 7.304 4.312 -2.706
C37 -0.629 -6.519 -1.207
C38 0.733 -5.904 -1.354
O11 1.109 -5.494 -0.068
H101 -1.052 -6.979 -2.106
H102 -1.276 -5.673 -0.904
H103 -0.577 -7.260 -0.455
H104 0.702 -5.148 -2.132
H105 1.431 -6.713 -1.785
H106 1.784 -4.820 -0.123
C39 1.692 -0.529 3.157
C40 2.483 0.757 2.857
O12 1.799 1.670 1.980
H107 0.814 -0.329 3.782
H108 2.367 -1.166 3.712
H109 1.387 -0.968 2.201
H110 3.439 0.440 2.393
H111 2.811 1.341 3.670
H112 1.737 1.265 1.098
C41 5.294 0.916 0.004
C42 4.523 -0.362 0.230
O13 5.069 -1.168 1.277
H113 5.464 1.496 0.923
H114 4.772 1.661 -0.597
H115 6.255 0.774 -0.463
H116 4.518 -1.074 -0.598
H117 3.427 -0.255 0.336
H118 5.141 -0.649 2.079
C43 -2.881 5.083 -1.618
C44 -2.216 3.804 -1.123
O14 -2.505 3.452 0.235
H119 -2.674 5.803 -0.866
H120 -3.976 4.953 -1.630
H121 -2.431 5.376 -2.579
H122 -1.168 3.812 -1.278
H123 -2.496 2.961 -1.745
H124 -1.706 3.832 0.758
C45 -4.911 -4.360 1.234
C46 -4.102 -4.374 -0.053
O15 -2.805 -3.854 0.256
H125 -4.845 -3.322 1.583
H126 -4.484 -5.090 2.005
H127 -5.983 -4.520 1.104
H128 -4.686 -3.924 -0.840
H129 -3.890 -5.290 -0.500
H130 -2.396 -4.469 0.904
C47 -3.640 0.862 -4.985
C48 -3.871 1.098 -3.512
O16 -2.708 0.648 -2.748
H131 -2.930 1.638 -5.312
H132 -4.577 0.765 -5.562
H133 -3.085 -0.098 -5.053
H134 -4.763 0.594 -3.157
H135 -4.048 2.149 -3.341
H136 -2.880 0.596 -1.802

Löwdin population analysis, charges in e, atoms 1 to 99:
1. C -0.04
2. C -0.39
3. C -0.22
4. O -0.19
5. C -0.10
6. N 0.06
7. H 0.07
8. H 0.08
9. H 0.06
10. H 0.12
11. H 0.12
12. H 0.13
13. H 0.09
14. H 0.10
15. H 0.07
16. H 0.05
17. H 0.02
18. C -0.04
19. C -0.40
20. C -0.18
21. O -0.20
22. C -0.15
23. N 0.05
24. H 0.06
25. H 0.06
26. H 0.08
27. H 0.12
28. H 0.10
29. H 0.12
30. H 0.09
31. H 0.09
32. H 0.08
33. H 0.10
34. H 0.05
35. C -0.03
36. C -0.39
37. C -0.19
38. O -0.23
39. C -0.11
40. N 0.06
41. H 0.08
42. H 0.08
43. H 0.06
44. H 0.15
45. H 0.14
46. H 0.14
47. H 0.10
48. H 0.08
49. H 0.07
50. H 0.03
51. H 0.07
52. C -0.06
53. C -0.42
54. C -0.26
55. O -0.18
56. C -0.07
57. N 0.03
58. H 0.05
59. H 0.09
60. H 0.08
61. H 0.15
62. H 0.13
63. H 0.10
64. H 0.08
65. H 0.10
66. H 0.05
67. H 0.05
68. H 0.09
69. C -0.03
70. C -0.39
71. C -0.28
72. O -0.17
73. C -0.08
74. N 0.05
75. H 0.05
76. H 0.08
77. H 0.04
78. H 0.16
79. H 0.11
80. H 0.14
81. H 0.09
82. H 0.08
83. H 0.07
84. H 0.07
85. H 0.10
86. C -0.04
87. C -0.39
88. C -0.15
89. O -0.24
90. C -0.08
91. N 0.07
92. H 0.06
93. H 0.08
94. H 0.08
95. H 0.10
96. H 0.12
97. H 0.15
98. H 0.09
99. H 0.09